# 1
ORCA calculation (wB97M-V/def2-TZVPD) on a molecular structure, C38H42N6O4SW.

Element x y z (Å)
W  0.666  0.381  -0.475
C  -4.109  2.381  2.497
C  -3.856  1.133  3.359
C  -4.361  -0.102  2.598
C  -4.654  1.262  4.656
C  -2.352  1.008  3.605
C  -1.779  1.103  4.884
C  -0.408  1.029  5.073
C  0.400  0.867  3.956
S  2.133  0.811  3.856
C  2.028  0.675  2.139
N  0.809  0.602  1.668
C  -0.146  0.748  2.682
C  -1.522  0.815  2.511
C  3.158  0.769  1.230
C  4.454  0.986  1.702
C  5.481  1.183  0.802
C  5.191  1.160  -0.557
C  3.895  0.927  -0.999
C  2.813  0.707  -0.136
H  -5.181  2.517  2.338
H  -3.636  2.282  1.516
H  -3.717  3.277  2.986
H  -5.443  -0.034  2.454
H  -4.146  -1.019  3.153
H  -3.899  -0.178  1.612
H  -5.719  1.304  4.419
H  -4.397  2.173  5.202
H  -4.492  0.403  5.312
H  -2.404  1.243  5.755
H  0.023  1.113  6.063
H  -1.922  0.728  1.510
H  4.651  1.009  2.770
H  6.492  1.361  1.148
H  5.986  1.311  -1.279
H  3.739  0.877  -2.067
C  2.081  0.948  -4.274
C  0.650  0.861  -3.886
N  0.141  0.784  -2.671
C  -1.231  0.860  -2.816
C  -1.548  0.959  -4.135
N  -0.347  0.952  -4.787
C  -2.792  1.090  -4.944
O  -3.921  1.218  -4.293
O  -2.702  1.078  -6.150
C  -2.080  1.061  -1.613
O  -3.288  1.282  -1.736
O  -1.452  1.029  -0.503
H  2.644  1.394  -3.461
H  2.184  1.576  -5.159
H  2.504  -0.033  -4.489
H  -0.279  0.989  -5.793
H  -3.765  1.239  -3.292
N  0.119  4.738  -0.016
C  1.307  4.816  -0.713
C  1.668  3.532  -0.958
N  0.715  2.680  -0.432
C  -0.202  3.442  0.129
H  -0.422  5.512  0.326
H  1.779  5.750  -0.961
H  2.549  3.159  -1.449
H  -1.091  3.091  0.626
C  -2.451  -2.192  -0.317
C  -1.531  -3.060  0.539
C  -1.072  -2.384  1.834
C  -0.350  -3.601  -0.250
C  -0.346  -4.982  -0.425
C  0.672  -5.641  -1.082
C  1.732  -4.889  -1.546
C  1.788  -3.507  -1.393
C  3.078  -2.865  -1.876
C  2.860  -1.860  -3.006
C  3.873  -2.318  -0.684
C  0.718  -2.815  -0.762
N  0.715  -1.415  -0.628
H  -3.323  -1.859  0.253
H  -2.808  -2.757  -1.181
H  -1.914  -1.324  -0.673
H  -2.116  -3.933  0.833
H  -0.387  -1.567  1.618
H  -0.547  -3.106  2.465
H  -1.924  -1.990  2.393
H  -1.176  -5.552  -0.023
H  0.649  -6.716  -1.215
H  2.559  -5.383  -2.045
H  3.671  -3.676  -2.304
H  2.251  -1.029  -2.666
H  2.349  -2.353  -3.839
H  3.820  -1.480  -3.367
H  3.277  -1.608  -0.116
H  4.788  -1.816  -1.012
H  4.148  -3.141  -0.020

Computed properties:
spin multiplicity = 1
total charge = 0
LUMO energy = -0.2 eV
HOMO-LUMO gap = 6.03 eV
energy above the lowest of the compared OMol25 structures with the same formula, charge and spin = 0.7696 eV

# 2
ORCA calculation (wB97M-V/def2-TZVPD) on 16 unconnected molecules or ions with the total composition C24H56F3N17O31.

Element x y z (Å)
C  -0.822  3.453  1.106
C  0.603  3.545  0.515
C  0.557  4.538  -0.586
N  0.423  5.170  -1.539
C  1.108  2.202  -0.078
C  2.188  2.459  -1.075
N  3.019  2.477  -1.872
C  1.650  1.256  0.992
C  2.100  -0.085  0.367
O  1.363  -1.173  0.910
C  0.775  -2.030  -0.026
C  -0.738  -1.724  -0.224
F  -1.104  -0.688  0.561
F  -1.505  -2.784  0.076
F  -1.031  -1.363  -1.499
H  -0.833  3.596  2.184
H  -1.440  4.252  0.697
H  -1.313  2.514  0.852
H  1.296  3.944  1.255
H  0.267  1.726  -0.583
H  0.888  1.002  1.730
H  2.493  1.688  1.522
H  2.068  -0.055  -0.724
H  3.151  -0.228  0.633
H  0.828  -3.039  0.389
H  1.270  -2.035  -0.997
C  -1.031  -2.786  3.274
N  -0.370  -2.209  4.472
O  -0.431  -1.011  4.639
O  0.200  -2.987  5.214
H  -1.485  -1.979  2.713
H  -0.265  -3.288  2.688
H  -1.789  -3.491  3.600
C  6.536  3.250  -0.003
N  5.832  2.146  0.702
O  6.419  1.095  0.842
O  4.703  2.367  1.085
H  7.523  2.900  -0.284
H  5.939  3.503  -0.875
H  6.593  4.088  0.684
C  2.888  -4.408  3.164
N  2.597  -4.508  1.708
O  3.499  -4.304  0.926
O  1.458  -4.792  1.386
H  3.933  -4.153  3.285
H  2.241  -3.640  3.577
H  2.663  -5.376  3.603
C  -4.299  -5.271  5.779
N  -4.263  -5.338  4.294
O  -3.195  -5.156  3.741
O  -5.304  -5.569  3.725
H  -3.299  -5.058  6.138
H  -4.994  -4.481  6.049
H  -4.651  -6.234  6.137
C  7.849  -0.944  -1.290
N  8.908  0.003  -1.727
O  9.442  0.694  -0.885
O  9.177  0.020  -2.910
H  7.723  -0.852  -0.218
H  6.936  -0.680  -1.815
H  8.183  -1.939  -1.563
C  -4.208  -4.454  0.591
N  -5.465  -4.120  -0.124
O  -6.304  -4.987  -0.242
O  -5.579  -2.984  -0.542
H  -4.252  -5.489  0.907
H  -3.386  -4.291  -0.099
H  -4.130  -3.784  1.439
C  -1.307  3.917  -4.279
N  -2.464  4.493  -5.005
O  -2.251  5.165  -5.991
O  -3.567  4.273  -4.549
H  -0.399  4.216  -4.789
H  -1.331  4.316  -3.268
H  -1.420  2.834  -4.258
C  12.150  -1.886  -2.445
N  11.508  -3.039  -1.758
O  12.130  -4.072  -1.666
O  10.385  -2.856  -1.331
H  13.138  -2.189  -2.770
H  11.518  -1.617  -3.287
H  12.200  -1.070  -1.730
C  -1.913  -1.442  -4.537
N  -1.001  -0.288  -4.304
O  -1.498  0.756  -3.925
O  0.177  -0.468  -4.503
H  -2.926  -1.128  -4.316
H  -1.806  -1.733  -5.577
H  -1.594  -2.243  -3.877
C  -5.502  6.692  -3.975
N  -5.578  8.158  -3.750
O  -5.033  8.601  -2.758
O  -6.177  8.817  -4.569
H  -4.937  6.251  -3.163
H  -6.517  6.309  -4.003
H  -5.003  6.534  -4.926
C  -7.175  -7.809  0.962
N  -6.404  -9.006  1.397
O  -6.367  -9.261  2.582
O  -5.854  -9.648  0.527
H  -7.601  -7.339  1.841
H  -6.487  -7.142  0.459
H  -7.949  -8.152  0.282
C  -1.356  8.763  -0.766
N  -1.623  7.427  -0.173
O  -0.965  7.086  0.787
O  -2.483  6.751  -0.698
H  -0.572  9.241  -0.193
H  -1.051  8.602  -1.795
H  -2.280  9.333  -0.717
C  -4.642  -0.080  1.280
N  -4.810  -1.012  2.426
O  -5.611  -0.732  3.285
O  -4.119  -2.016  2.415
H  -5.315  0.757  1.420
H  -3.604  0.240  1.274
H  -4.881  -0.638  0.378
C  -5.972  9.848  0.467
N  -4.966  10.902  0.764
O  -5.359  11.938  1.248
O  -3.804  10.654  0.497
H  -6.948  10.216  0.758
H  -5.925  9.647  -0.599
H  -5.694  8.967  1.037
C  5.656  -7.166  0.316
N  5.470  -8.073  1.481
O  4.658  -7.746  2.324
O  6.144  -9.077  1.511
H  4.989  -6.319  0.432
H  6.694  -6.848  0.311
H  5.420  -7.730  -0.581

Computed properties:
spin multiplicity = 1
total charge = 0
LUMO energy = -0.4 eV
HOMO-LUMO gap = 10.53 eV
energy above the lowest of the compared OMol25 structures with the same formula, charge and spin = 0.0000 eV

# 3
ORCA calculation (wB97M-V/def2-TZVPD) on C20H19N5O in the gas phase.

Element x y z (Å)
C  2.270  -2.131  1.043
N  3.281  -1.094  0.976
C  4.621  -1.426  0.862
C  5.315  -0.270  0.837
N  4.391  0.769  0.931
C  4.787  2.160  0.876
C  3.135  0.260  1.005
C  1.862  1.026  1.042
C  0.768  0.372  0.419
C  -0.590  0.868  0.238
C  -1.655  0.061  0.990
C  -2.030  0.509  2.253
C  -3.067  -0.135  2.935
C  -3.749  -1.187  2.311
C  -3.278  -1.716  1.101
C  -2.147  -1.147  0.495
O  1.831  2.197  1.516
H  1.304  -1.719  1.345
H  2.171  -2.628  0.064
H  2.580  -2.882  1.782
H  4.959  -2.448  0.801
H  6.371  -0.091  0.752
H  3.934  2.795  1.123
H  5.608  2.317  1.584
H  5.164  2.399  -0.127
H  1.006  -0.483  -0.197
H  -0.633  1.916  0.572
H  -1.468  1.353  2.664
H  -3.335  0.210  3.934
H  -4.647  -1.593  2.778
H  -3.784  -2.567  0.637
H  -1.634  -1.666  -0.322
C  -4.209  0.786  -2.787
C  -3.314  1.177  -1.776
C  -1.976  0.843  -1.988
C  -1.529  0.279  -3.194
C  -2.428  -0.228  -4.133
C  -3.776  0.043  -3.906
N  -0.144  0.142  -3.148
N  0.236  0.418  -1.931
N  -0.818  0.857  -1.194
H  -5.270  1.041  -2.711
H  -3.595  1.755  -0.894
H  -1.999  -0.822  -4.942
H  -4.520  -0.323  -4.615

Computed properties:
spin multiplicity = 1
total charge = 0
LUMO energy = 0.6 eV
HOMO-LUMO gap = 7.24 eV
energy above the lowest of the compared OMol25 structures with the same formula, charge and spin = 4.0375 eV

# 4
ORCA calculation (wB97M-V/def2-TZVPD) on a molecular structure, C19H19N2O6RhS3.

Element x y z (Å)
Rh  -0.190  -0.160  0.778
O  -2.819  0.587  3.764
S  -1.837  -0.069  2.968
O  -2.119  -0.086  1.495
O  -0.461  0.441  3.118
C  -2.005  -1.832  3.315
C  -2.807  -2.135  4.399
C  -3.233  -3.439  4.633
C  -2.884  -4.445  3.757
C  -2.061  -4.162  2.672
C  -1.611  -2.874  2.445
S  -0.300  -2.753  1.225
O  0.069  -4.075  0.855
O  0.673  -1.899  1.932
O  -0.680  -1.926  -0.004
H  -3.133  -1.329  5.039
H  -3.856  -3.650  5.492
H  -3.229  -5.458  3.915
H  -1.732  -4.951  2.012
N  2.568  0.406  2.235
C  2.706  0.181  0.923
N  1.710  -0.054  0.104
C  2.140  -0.243  -1.213
C  1.332  -0.534  -2.306
C  1.936  -0.694  -3.540
C  3.317  -0.569  -3.695
C  4.126  -0.284  -2.610
C  3.519  -0.127  -1.373
S  4.270  0.226  0.163
H  1.680  0.234  2.693
H  3.384  0.487  2.814
H  0.263  -0.621  -2.181
H  1.322  -0.919  -4.402
H  3.761  -0.697  -4.673
H  5.198  -0.188  -2.722
C  -3.044  2.987  -2.470
C  -1.514  2.899  -2.405
C  -0.932  4.281  -2.079
C  -0.963  2.410  -3.750
C  -1.120  1.945  -1.355
C  -0.773  1.145  -0.520
H  -3.345  3.691  -3.248
H  -3.451  3.325  -1.517
H  -3.477  2.012  -2.697
H  -1.218  4.996  -2.853
H  0.156  4.239  -2.029
H  -1.305  4.640  -1.119
H  -1.236  3.112  -4.542
H  -1.372  1.430  -4.000
H  0.124  2.329  -3.715

Computed properties:
spin multiplicity = 1
total charge = 0
LUMO energy = -1.4 eV
HOMO-LUMO gap = 7.39 eV
energy above the lowest of the compared OMol25 structures with the same formula, charge and spin = 0.0000 eV